{"formula": "C4H6O2", "method": "wB97M-V/def2-TZVPD", "lumo_ev": 0.783, "total_energy_ha": -306.480894, "total_charge": 0, "homo_energy_ev": -10.34, "de_lowest_ev": 0.691, "smiles": "O=C1CCCO1", "species": ["O", "C", "C", "C", "C", "O", "H", "H", "H", "H", "H", "H"], "positions_angstrom": [[1.952, 1.025, -1.378], [1.165, 0.594, -0.590], [0.803, -0.776, -0.096], [-0.717, -0.711, 0.009], [-0.886, 0.779, 0.408], [0.405, 1.398, 0.260], [1.273, -1.658, -0.537], [1.125, -0.539, 0.933], [-1.244, -0.929, -0.927], [-1.084, -1.410, 0.766], [-1.260, 0.899, 1.429], [-1.533, 1.328, -0.277]], "forces_ev_per_a": [[-0.411, -0.326, 0.519], [0.093, 0.594, 0.194], [0.112, 0.037, 0.301], [-0.098, 0.003, 0.004], [-0.237, 0.027, -0.054], [0.018, 0.453, -0.925], [-0.109, 0.380, 0.022], [0.362, -1.315, -0.057], [0.269, 0.011, 0.084], [-0.040, 0.242, -0.087], [0.325, 0.102, -0.135], [-0.284, -0.208, 0.134]]}

{"formula": "H5NO3PSi", "method": "wB97M-V/def2-TZVPD", "lumo_ev": 3.930, "total_energy_ha": -914.475477, "total_charge": -1, "homo_energy_ev": -5.32, "de_lowest_ev": 1.610, "smiles": "N[P@@](=O)([O-])O[SiH3]", "species": ["N", "O", "O", "O", "Si", "P", "H", "H", "H", "H", "H"], "positions_angstrom": [[1.120, 1.909, -0.374], [-1.044, 1.181, -1.796], [0.977, -0.375, -1.737], [-0.476, -0.033, 0.685], [-0.806, -1.533, 1.040], [0.177, 0.704, -1.169], [0.518, 2.529, 0.196], [1.874, 1.565, 0.206], [-0.574, -1.798, 2.400], [-1.967, -1.705, 0.391], [0.203, -2.445, 0.157]], "forces_ev_per_a": [[-1.209, 0.311, -0.455], [-0.866, 1.090, -0.128], [0.960, -0.402, -0.036], [1.292, 2.542, -1.659], [4.135, -0.214, -2.532], [0.184, -0.692, 3.383], [0.473, -0.676, -0.576], [-0.209, -0.346, -0.159], [-0.236, -0.590, 1.726], [-3.610, -1.357, -0.792], [-0.912, 0.334, 1.229]]}

{"formula": "C6H30O18", "method": "wB97M-V/def2-TZVPD", "multiplicity": 2, "lumo_ev": [6.444, 6.437], "total_energy_ha": -1600.913976, "total_charge": -3, "homo_energy_ev": [3.31, 1.26], "species": ["C", "C", "C", "O", "C", "C", "C", "O", "O", "O", "H", "H", "O", "H", "H", "O", "H", "H", "O", "H", "H", "O", "H", "H", "O", "H", "H", "O", "H", "H", "O", "H", "H", "O", "H", "H", "O", "H", "H", "O", "H", "H", "O", "H", "H", "O", "H", "H", "O", "H", "H", "O", "H", "H"], "positions_angstrom": [[-0.024, 0.437, 1.559], [-0.496, -0.707, 1.005], [-0.147, -1.109, -0.427], [-0.539, -2.164, -0.965], [0.608, -0.279, -1.240], [1.211, 0.941, -0.662], [0.856, 1.344, 0.809], [1.333, 2.405, 1.244], [1.994, 1.631, -1.341], [-1.266, -1.373, 1.822], [-0.351, 0.782, 2.529], [0.881, -0.584, -2.239], [-3.386, -0.642, 3.933], [-2.847, -0.487, 4.709], [-2.767, -0.626, 3.204], [-3.416, 0.627, -0.226], [-3.690, -0.188, -0.648], [-2.648, 0.383, 0.291], [0.367, -4.482, 1.101], [0.893, -4.945, 0.448], [-0.009, -3.742, 0.625], [0.844, 4.089, -1.753], [0.164, 3.560, -2.171], [1.458, 3.449, -1.392], [1.393, 1.564, -3.995], [0.514, 1.945, -4.009], [1.486, 1.209, -3.111], [-0.561, 4.688, 0.750], [-0.121, 5.423, 0.323], [0.047, 3.955, 0.651], [2.338, 2.525, 3.698], [2.237, 2.459, 2.749], [1.589, 3.048, 3.983], [3.487, 3.139, -2.976], [2.997, 2.809, -3.729], [3.061, 2.738, -2.218], [4.098, 2.667, 0.567], [3.296, 2.864, 1.051], [3.806, 2.152, -0.184], [1.560, -1.277, 3.429], [1.118, -0.651, 2.857], [0.895, -1.938, 3.622], [-3.582, -2.313, -0.352], [-2.627, -2.270, -0.297], [-3.756, -3.058, -0.927], [-0.871, -1.565, -3.888], [-0.338, -0.950, -3.384], [-0.838, -2.379, -3.386], [-0.498, -4.426, -2.989], [-1.399, -4.519, -3.298], [-0.558, -3.816, -2.253], [-2.437, -4.255, 2.693], [-2.076, -3.595, 2.101], [-3.280, -4.490, 2.305]], "forces_ev_per_a": [[2.717, 3.625, -2.065], [-0.995, -1.251, 0.251], [0.431, 1.774, 0.895], [-2.131, -4.108, -0.184], [1.234, 3.281, 2.656], [-2.731, -2.936, 1.908], [-1.281, -3.429, -2.120], [0.864, 2.410, 0.782], [1.784, 1.668, -1.155], [-0.697, -1.626, -1.162], [-0.087, -0.143, 0.190], [0.286, -0.122, 0.048], [-0.815, 0.187, 0.688], [0.216, -0.020, 0.004], [0.773, -0.342, -0.879], [-0.516, 0.656, -0.232], [0.065, -0.456, 0.050], [0.475, -0.130, 0.262], [0.201, -0.746, 0.439], [0.094, 0.064, -0.203], [-0.308, 0.895, -0.407], [-0.553, 1.322, -0.399], [-0.069, -0.215, 0.172], [0.349, -0.855, 0.304], [-0.240, 0.005, -1.611], [-0.161, 0.028, 0.044], [0.411, 0.045, 1.254], [-0.805, 0.798, 0.524], [0.173, -0.140, -0.301], [0.581, -0.716, 0.036], [0.820, 0.235, 1.640], [-0.744, -0.228, -1.020], [-0.211, -0.019, -0.229], [1.346, 0.855, -0.615], [-0.419, -0.239, 0.081], [-0.344, -0.472, 0.301], [1.331, 0.346, 0.199], [-0.736, -0.178, -0.136], [-0.551, -0.191, -0.224], [0.772, -0.535, 0.949], [-0.311, 0.445, -0.606], [-0.301, -0.114, -0.266], [-1.150, -0.123, -0.028], [1.315, 0.153, 0.158], [0.084, -0.085, -0.176], [-0.421, 0.037, -1.080], [-0.042, 0.164, 0.382], [0.225, 0.082, 0.288], [0.045, -0.631, -0.559], [-0.197, -0.030, -0.037], [0.203, 0.744, 1.068], [-0.281, -0.767, 0.476], [0.446, 0.884, -0.244], [-0.140, 0.147, -0.112]]}

{"formula": "C18H19NO5", "method": "wB97M-V/def2-TZVPD", "lumo_ev": 0.665, "total_energy_ha": -1128.247769, "total_charge": 0, "homo_energy_ev": -7.66, "de_lowest_ev": 1.835, "smiles": "CCOc1ccc(C(=O)Nc2ccc3c(c2)OCO3)cc1OCC", "species": ["C", "C", "O", "C", "C", "C", "C", "C", "C", "O", "C", "C", "H", "H", "H", "H", "H", "H", "C", "O", "N", "C", "C", "C", "C", "C", "C", "H", "O", "C", "O", "H", "H", "H", "H", "H", "H", "H", "H", "H", "H", "H", "H"], "positions_angstrom": [[-5.802, -2.533, 0.033], [-4.309, -2.360, 0.272], [-3.986, -1.017, -0.030], [-2.701, -0.582, 0.122], [-1.657, -1.411, 0.519], [-0.356, -0.951, 0.620], [-0.068, 0.376, 0.330], [-1.111, 1.221, -0.027], [-2.421, 0.776, -0.144], [-3.304, 1.727, -0.541], [-4.704, 1.559, -0.396], [-5.345, 2.912, -0.667], [-5.093, 3.246, -1.670], [-6.424, 2.835, -0.576], [-4.977, 3.647, 0.044], [-4.942, 1.222, 0.619], [-5.076, 0.813, -1.108], [-0.905, 2.260, -0.227], [1.298, 0.964, 0.433], [1.485, 2.120, 0.749], [2.293, 0.076, 0.121], [3.676, 0.267, 0.117], [4.270, 1.455, 0.528], [5.653, 1.613, 0.518], [6.413, 0.553, 0.088], [5.821, -0.640, -0.324], [4.461, -0.812, -0.321], [4.018, -1.740, -0.643], [6.794, -1.528, -0.700], [8.022, -0.854, -0.516], [7.778, 0.443, -0.020], [8.644, -1.414, 0.202], [8.553, -0.788, -1.479], [6.110, 2.534, 0.836], [3.643, 2.266, 0.855], [1.996, -0.835, -0.195], [0.409, -1.632, 0.962], [-1.855, -2.445, 0.752], [-3.742, -3.042, -0.377], [-4.065, -2.583, 1.320], [-6.095, -3.554, 0.255], [-6.361, -1.853, 0.670], [-6.040, -2.311, -1.003]], "forces_ev_per_a": [[0.423, 0.163, 0.034], [-0.173, -0.345, 0.053], [0.178, 0.277, -0.073], [-0.052, 0.062, -0.005], [-0.171, -0.108, -0.030], [0.078, 0.185, -0.058], [-0.428, -0.083, 0.063], [-0.064, -0.159, 0.012], [0.240, -0.105, 0.102], [0.175, -0.028, -0.135], [-0.668, 0.153, 0.001], [0.343, -0.335, 0.080], [-0.023, 0.064, -0.113], [-0.123, 0.007, -0.001], [-0.010, 0.104, 0.067], [0.048, -0.010, -0.135], [0.074, 0.104, 0.171], [0.000, 0.129, -0.007], [0.097, -0.234, -0.064], [0.005, 0.183, -0.006], [-0.311, -0.393, -0.081], [0.491, 0.322, 0.116], [-0.337, 0.054, 0.035], [0.471, -0.371, -0.157], [-0.382, -0.349, -0.112], [0.135, 0.548, 0.198], [0.239, -0.014, -0.022], [-0.073, -0.145, -0.052], [-0.572, -0.037, 0.019], [1.171, -0.437, -0.230], [-0.227, 0.356, 0.147], [-0.211, 0.137, -0.113], [-0.195, 0.023, 0.195], [0.052, 0.140, 0.049], [-0.006, 0.002, -0.002], [-0.060, 0.236, 0.034], [0.076, -0.051, 0.034], [-0.068, -0.070, 0.015], [0.004, 0.085, 0.118], [0.051, 0.022, -0.133], [-0.056, -0.100, 0.017], [-0.088, 0.030, 0.069], [-0.056, -0.013, -0.101]]}

{"formula": "C22H34BNiO3Si2", "method": "wB97M-V/def2-TZVPD", "lumo_ev": 2.483, "total_energy_ha": -3196.732092, "total_charge": -1, "homo_energy_ev": -3.94, "de_lowest_ev": 0.095, "species": ["Ni", "C", "Si", "C", "C", "C", "C", "C", "C", "C", "Si", "C", "C", "H", "H", "H", "H", "H", "H", "H", "H", "H", "H", "H", "H", "H", "H", "H", "H", "C", "C", "O", "H", "H", "H", "H", "H", "H", "C", "C", "C", "C", "C", "C", "C", "C", "O", "B", "O", "C", "C", "H", "H", "H", "H", "H", "H", "H", "H", "H", "H", "H", "H"], "positions_angstrom": [[0.813, 0.642, -0.319], [-1.387, 0.069, -3.135], [-0.442, -0.570, -1.613], [-1.828, -1.208, -0.459], [0.408, -2.175, -2.209], [-0.108, -3.059, -3.165], [0.537, -4.252, -3.458], [1.718, -4.584, -2.795], [2.241, -3.712, -1.853], [1.603, -2.503, -1.554], [2.255, -1.168, -0.364], [3.968, -0.712, -1.091], [2.755, -2.121, 1.234], [-1.944, -0.748, -3.604], [-0.717, 0.501, -3.882], [-2.107, 0.845, -2.854], [-2.499, -1.888, -0.996], [-2.422, -0.376, -0.067], [-1.405, -1.756, 0.387], [-1.030, -2.823, -3.688], [0.121, -4.926, -4.200], [2.226, -5.515, -3.021], [3.168, -3.974, -1.349], [4.603, -1.601, -1.188], [4.488, 0.006, -0.450], [3.867, -0.259, -2.080], [3.493, -2.906, 1.032], [1.886, -2.596, 1.700], [3.201, -1.444, 1.972], [0.693, 1.597, 3.885], [0.398, 1.769, 2.409], [1.494, 1.317, 1.606], [-0.132, 1.985, 4.485], [1.605, 2.129, 4.159], [0.825, 0.542, 4.134], [0.260, 2.818, 2.149], [-0.517, 1.246, 2.121], [1.561, 0.347, 1.663], [-4.561, 7.547, -1.045], [-4.966, 6.070, -1.156], [-5.687, 5.680, 0.136], [-5.955, 5.904, -2.318], [-3.723, 5.212, -1.408], [-2.955, 5.444, -2.551], [-1.811, 4.705, -2.850], [-1.448, 3.714, -1.965], [-0.400, 2.854, -2.013], [-0.475, 2.006, -0.856], [-1.638, 2.448, -0.128], [-2.200, 3.469, -0.827], [-3.332, 4.197, -0.526], [-5.441, 8.171, -0.865], [-4.079, 7.897, -1.958], [-3.861, 7.691, -0.221], [-6.563, 6.319, 0.270], [-5.043, 5.806, 1.008], [-6.028, 4.644, 0.108], [-6.848, 6.513, -2.149], [-6.261, 4.861, -2.414], [-5.511, 6.210, -3.266], [-3.252, 6.226, -3.240], [-1.229, 4.896, -3.742], [-3.888, 3.969, 0.372]], "forces_ev_per_a": [[0.067, -0.139, -0.019], [-0.035, 0.031, -0.018], [-0.090, 0.045, 0.192], [-0.028, 0.007, -0.080], [-0.053, -0.058, -0.093], [0.049, -0.013, 0.039], [0.080, -0.007, 0.059], [-0.093, 0.037, -0.046], [-0.047, 0.032, -0.010], [0.106, -0.088, 0.001], [-0.020, 0.050, -0.021], [-0.003, -0.017, 0.033], [0.010, 0.020, -0.009], [-0.014, 0.021, -0.014], [0.009, 0.000, 0.022], [0.017, -0.040, -0.016], [0.018, 0.004, 0.008], [0.040, -0.031, -0.021], [0.005, 0.011, -0.002], [0.001, 0.020, 0.013], [0.013, -0.011, 0.001], [-0.010, -0.006, -0.010], [-0.005, 0.009, 0.004], [0.001, 0.014, -0.008], [-0.008, -0.009, 0.001], [-0.020, -0.005, 0.008], [-0.011, 0.015, -0.013], [-0.014, 0.010, 0.004], [0.006, -0.020, 0.001], [0.038, 0.014, -0.002], [-0.003, -0.030, 0.005], [-0.057, 0.056, -0.071], [-0.004, 0.001, 0.002], [-0.016, -0.007, 0.002], [-0.005, 0.001, -0.004], [0.007, 0.024, -0.012], [0.002, -0.012, -0.004], [0.074, 0.008, 0.083], [-0.001, 0.003, -0.001], [0.010, -0.003, -0.002], [0.001, -0.004, 0.002], [-0.003, 0.002, -0.004], [-0.018, 0.007, 0.006], [0.008, 0.002, -0.006], [-0.013, 0.004, 0.009], [0.052, -0.045, -0.030], [0.009, 0.079, 0.050], [0.025, 0.046, -0.017], [-0.070, -0.003, -0.040], [-0.024, -0.012, 0.031], [0.011, -0.007, 0.004], [0.003, -0.002, -0.001], [-0.002, -0.001, 0.002], [-0.002, -0.002, -0.002], [-0.001, -0.002, 0.002], [-0.001, 0.001, -0.004], [0.002, 0.006, -0.001], [0.002, -0.002, -0.002], [0.002, 0.002, 0.002], [-0.001, 0.000, 0.004], [0.000, -0.001, 0.001], [-0.003, 0.001, -0.001], [0.007, -0.005, -0.005]]}